1.
Formula: C15H27Cl2N2NdOP2
Source: the OMol25 dataset
Level of theory: the ωB97M-V functional and the def2-TZVPD basis

Its total energy is -2936.6190 Ha. The HOMO energy (spin up / spin down) is -14.6913 / -14.6929 eV. The net charge is +2. The calculation puts the lowest unoccupied orbital energy (spin up / spin down) at -7.316 / -6.225 eV. The expectation value of S² is 3.75. The multiplicity is 4.

```
50
C15H27Cl2N2NdOP2, DFT the ωB97M-V functional and the def2-TZVPD basis
C 1.391 -0.305 -6.085
C 1.173 -0.149 -4.611
H 2.470 -0.296 -6.269
H 0.893 0.506 -6.630
H 0.954 -1.251 -6.415
O 2.034 -0.043 -3.766
Cl -0.558 -0.116 -4.054
Nd -0.061 -0.394 -0.329
P 0.151 2.602 -0.911
C 1.167 3.884 -0.104
C 0.353 3.127 -2.660
H 0.192 4.207 -2.767
H -1.438 4.417 -0.799
H -0.361 2.589 -3.292
H -2.289 2.838 -1.071
H 2.203 3.792 -0.445
H 1.363 2.875 -3.005
C -1.491 3.354 -0.516
H 0.741 4.849 -0.409
H -1.737 3.296 0.555
H 1.155 3.804 0.986
P 0.439 -3.331 -0.423
C 1.578 -4.407 0.501
C -1.132 -4.177 0.046
H 0.016 -3.542 -2.843
H 0.512 -5.089 -2.127
H 1.718 -3.828 -2.451
C 0.689 -4.006 -2.113
H -1.976 -3.803 -0.554
H -0.951 -5.246 -0.144
H 1.229 -5.430 0.302
H 1.545 -4.220 1.578
H -1.357 -4.057 1.116
H 2.596 -4.251 0.126
Cl -2.560 -0.568 -0.794
N -0.533 -1.163 3.863
C -0.285 -1.238 2.547
N -0.296 0.007 2.018
C -0.584 0.897 3.095
C -0.661 2.281 3.150
C -0.909 2.907 4.381
C -1.092 2.166 5.568
C -0.998 0.760 5.498
C -0.736 0.161 4.256
H -0.609 -1.906 4.544
H -0.056 -2.151 1.939
H -0.507 2.867 2.244
H -0.951 3.993 4.382
H -1.297 2.660 6.515
H -1.133 0.130 6.378
```



2.
Formula: C15H27Cl9O24S6
Source: the OMol25 dataset
Level of theory: the ωB97M-V functional and the def2-TZVPD basis

Its total energy is -8924.1846 Ha. The HOMO energy is -10.7319 eV. The calculation puts the lowest unoccupied orbital energy at -0.316 eV. The multiplicity is 1.

```
81
C15H27Cl9O24S6, DFT the ωB97M-V functional and the def2-TZVPD basis
C 17.629 9.984 8.917
C 16.525 8.953 8.704
O 15.940 9.286 7.381
S 17.126 9.776 6.471
O 16.512 10.663 5.521
O 17.893 8.619 6.003
O 17.993 10.549 7.545
H 18.536 9.549 9.307
H 17.267 10.828 9.511
H 15.761 8.966 9.460
H 16.883 7.930 8.588
C 22.595 12.223 8.946
C 22.781 13.496 9.672
O 21.445 14.016 9.840
S 20.639 12.758 10.270
O 19.250 12.907 9.981
O 21.020 12.352 11.589
O 21.255 11.727 9.287
H 23.337 11.471 9.261
H 22.701 12.336 7.861
H 23.365 14.237 9.145
H 23.131 13.292 10.692
C 19.342 15.901 11.675
C 18.576 16.736 12.722
O 17.771 17.633 11.952
S 18.281 17.702 10.473
O 19.466 18.531 10.357
O 17.169 17.919 9.669
O 18.716 16.203 10.418
H 19.314 14.866 12.104
H 20.429 16.046 11.562
H 19.230 17.331 13.403
H 17.883 16.042 13.302
C 12.088 14.749 11.526
C 10.585 14.280 11.399
O 9.886 14.956 12.445
S 10.751 16.167 12.881
O 10.391 16.521 14.208
O 10.684 17.239 11.927
O 12.151 15.527 12.719
H 12.351 15.405 10.683
H 12.784 13.925 11.692
H 10.516 13.209 11.544
H 10.219 14.627 10.426
C 12.813 9.724 6.447
C 12.418 9.744 7.891
O 11.597 8.596 8.105
S 10.738 8.353 6.688
O 9.490 9.102 6.830
O 10.671 6.951 6.420
O 11.728 9.059 5.685
H 13.793 9.307 6.199
H 12.696 10.760 6.115
H 11.910 10.640 8.292
H 13.327 9.654 8.498
C 16.159 14.686 9.761
C 16.806 14.427 8.441
O 15.689 14.025 7.611
S 14.655 13.240 8.457
O 14.889 11.794 8.446
O 13.328 13.668 8.176
O 15.094 13.761 9.846
H 15.838 15.705 10.030
H 16.909 14.427 10.530
H 17.629 13.703 8.461
H 17.130 15.374 8.051
C 9.060 12.291 6.293
Cl 9.768 11.859 4.729
Cl 7.821 13.507 6.141
Cl 10.418 13.000 7.211
H 8.667 11.388 6.746
C 14.015 18.877 12.937
Cl 15.260 18.621 14.173
Cl 14.409 17.832 11.540
Cl 13.782 20.619 12.536
H 13.073 18.503 13.319
C 19.313 13.127 5.989
Cl 20.138 12.008 4.923
Cl 18.109 14.115 5.242
Cl 20.425 14.290 6.794
H 18.773 12.522 6.703
```